a.
Formula: C5H9NO2
Source: the OMol25 dataset
Level of theory: wB97M-V/def2-TZVPD

The value obtained for the lowest unoccupied orbital energy is -0.1451 hartree. For the HOMO-LUMO gap, the calculation gives 3.84 eV.

Structure (ORCA input):
```
! wB97M-V def2-TZVPD RIJCOSX def2/J DEFGRID3
* xyz 0 1
C -1.42141 1.81940 -1.55588
N -2.26643 1.11112 -0.81342
C 1.30679 0.52223 0.02554
C 0.02066 -0.31718 0.14114
C 0.16143 -1.64194 0.74490
C 1.07846 -1.97083 1.86047
O 2.13025 -1.40596 2.05348
O -0.56458 2.60958 -1.16304
H -1.44815 1.67499 -2.66295
H -3.13238 0.98901 -1.32606
H 1.11231 1.48453 -0.46202
H 1.97553 -0.02830 -0.63516
H 1.71978 0.79471 0.98806
H -0.48468 -0.49868 -0.81107
H -0.75624 0.21480 0.72642
H -0.29934 -2.54802 0.36019
H 0.86799 -2.80946 2.52940
*
```

=====

b.
Formula: C5H9NO2
Source: the OMol25 dataset
Level of theory: wB97M-V/def2-TZVPD

The value obtained for the lowest unoccupied orbital energy is -0.1352 hartree. For the HOMO-LUMO gap, the calculation gives 4.94 eV.

Structure (ORCA input):
```
! wB97M-V def2-TZVPD RIJCOSX def2/J DEFGRID3
* xyz 0 1
O -2.23145 0.61237 -0.95510
C -1.60205 -0.09875 -0.18358
O -1.93567 -0.95562 0.64006
C -0.08897 0.27466 -0.22963
C 0.75150 -0.70228 0.64971
C 2.07484 -0.25785 0.82299
C 2.98994 0.00731 -0.28816
N 2.78843 -0.39198 -1.45991
H -6.78290 0.74834 0.38749
H 0.33407 0.35458 -1.22464
H -0.01626 1.26184 0.18957
H 0.73874 -1.69460 0.16194
H 0.26407 -0.88955 1.60749
H 2.49328 -0.12627 1.81225
H 3.86669 0.59404 0.02805
H 3.52095 -0.05811 -2.08323
H -7.16522 1.32186 0.12472
*
```

=====

Relative energies with respect to the most stable structure, expressed in eV: a 0.865; b 0.000.

=====

a.
Formula: C5H9NO2
Source: the OMol25 dataset
Level of theory: wB97M-V/def2-TZVPD

As for the SMILES: C[C@H](C=O)[C@H](C)N=O. The value obtained for the lowest unoccupied orbital energy is 0.0004 hartree. For the HOMO-LUMO gap, the calculation gives 8.26 eV.

Structure (ORCA input):
```
! wB97M-V def2-TZVPD RIJCOSX def2/J DEFGRID3
* xyz 0 1
C -0.31298 0.40689 0.74479
C 0.51807 -0.68966 0.15027
C -1.50502 0.95562 -0.01527
C 0.73464 -0.79545 -1.35087
C 1.00178 1.29103 0.59531
N -0.66387 -1.96291 0.60490
O -0.32113 -2.73186 1.45264
O 1.56109 1.77187 1.57435
H -0.48152 0.29934 1.81607
H 1.34870 -1.07156 0.74285
H 1.19698 1.68942 -0.41502
H -1.30945 1.96083 -0.40253
H -2.37249 1.01321 0.64858
H -1.82037 0.34040 -0.86111
H 0.34978 0.05132 -1.92489
H 1.80491 -0.84498 -1.56945
H 0.27087 -1.68349 -1.79063
*
```

=====

b.
Formula: C5H9NO2
Source: the OMol25 dataset
Level of theory: wB97M-V/def2-TZVPD

As for the SMILES: NC(=O)CCCC=O. The value obtained for the lowest unoccupied orbital energy is 0.0237 hartree. For the HOMO-LUMO gap, the calculation gives 10.65 eV.

Structure (ORCA input):
```
! wB97M-V def2-TZVPD RIJCOSX def2/J DEFGRID3
* xyz 0 1
O 1.48722 -2.24490 2.14013
C 0.46123 -1.77077 1.81818
C 0.25831 -0.22208 1.88592
C -0.45772 0.40326 0.69310
C 0.41667 0.58770 -0.48589
C -0.31581 0.94099 -1.73913
N -1.56236 0.33627 -1.90955
O 0.01082 1.91861 -2.40208
H -0.44409 -2.14366 1.35611
H -0.23477 0.05170 2.88636
H 1.20806 0.39142 2.02010
H -1.23729 -0.41203 0.37211
H -1.10545 1.35624 0.98314
H 1.19663 1.47179 -0.29789
H 1.18014 -0.20782 -0.51308
H -2.06670 0.72970 -2.63692
H -1.72053 -0.61553 -1.74050
*
```

=====

c.
Formula: C5H9NO2
Source: the OMol25 dataset
Level of theory: wB97M-V/def2-TZVPD

The value obtained for the lowest unoccupied orbital energy is -0.1652 hartree. For the HOMO-LUMO gap, the calculation gives 4.15 eV.

Structure (ORCA input):
```
! wB97M-V def2-TZVPD RIJCOSX def2/J DEFGRID3
* xyz 0 1
O 2.16884 1.68845 0.20669
C 1.77100 0.61675 -0.35697
O 2.34243 -0.23090 -1.08915
C 0.39595 0.19137 0.25931
C -0.40752 -0.95072 -0.57766
C -1.91663 -1.05817 -0.32696
C -2.60107 0.16294 -0.05124
N -2.37756 1.46772 -0.12880
H 3.96168 -0.43580 1.40556
H -0.22269 1.11386 0.18926
H 0.56071 0.01810 1.27954
H -0.27066 -0.53791 -1.55024
H 0.16244 -1.86830 -0.56431
H -2.57333 -1.93421 -0.14883
H -3.52101 -0.11677 0.36496
H -1.72525 1.71435 -0.78159
H 4.25267 0.15922 1.87043
*
```

=====

Relative energies with respect to the most stable structure, expressed in eV: a 3.250; b 0.000; c 5.902.

=====

a.
Formula: C5H9NO2
Source: the OMol25 dataset
Level of theory: wB97M-V/def2-TZVPD

As for the SMILES: C=C(NO)C(=C)OC. The value obtained for the lowest unoccupied orbital energy is 0.0321 hartree. For the HOMO-LUMO gap, the calculation gives 9.51 eV.

Structure (ORCA input):
```
! wB97M-V def2-TZVPD RIJCOSX def2/J DEFGRID3
* xyz 0 1
C -1.72344 0.29055 -1.52903
N 1.68345 0.43752 0.57724
C -0.69147 0.25542 0.66285
C 0.53269 -0.36963 0.17352
C -0.83909 0.89593 1.81541
C 0.64665 -1.58084 -0.36241
O -1.82902 0.00433 -0.15136
O 2.92604 0.02100 0.04053
H 3.30744 -0.57834 0.69716
H 1.57108 1.41669 0.33579
H -0.88867 -0.23557 -2.00140
H -2.65810 -0.03806 -1.98257
H -1.60706 1.36771 -1.69853
H -0.01633 0.99266 2.49940
H -1.79706 1.29421 2.09901
H -0.21951 -2.19998 -0.51072
H 1.60241 -1.97359 -0.66490
*
```

=====

b.
Formula: C5H9NO2
Source: the OMol25 dataset
Level of theory: wB97M-V/def2-TZVPD

As for the SMILES: COC(=O)[C@H]1C[C@H]1N. The value obtained for the lowest unoccupied orbital energy is 0.0344 hartree. For the HOMO-LUMO gap, the calculation gives 9.96 eV.

Structure (ORCA input):
```
! wB97M-V def2-TZVPD RIJCOSX def2/J DEFGRID3
* xyz 0 1
C 0.28956 0.97866 0.84093
C -1.16087 1.24769 0.49958
C -0.08173 1.84182 -0.34987
C 1.08463 -2.28059 -0.67891
C 0.96739 -0.32022 0.64052
N -2.03512 0.20787 0.06730
O 0.49626 -1.01387 -0.41488
O 1.86814 -0.71116 1.33735
H 0.68661 1.48747 1.71021
H -1.66831 1.92012 1.18788
H -2.80548 0.59169 -0.47124
H -1.53189 -0.46531 -0.50153
H 0.13420 2.89772 -0.29326
H 0.08132 1.40413 -1.32496
H 1.67411 -2.21274 -1.59415
H 1.72688 -2.57008 0.15576
H 0.27430 -3.00321 -0.81075
*
```

=====

c.
Formula: C5H9NO2
Source: the OMol25 dataset
Level of theory: wB97M-V/def2-TZVPD

The value obtained for the lowest unoccupied orbital energy is 0.0288 hartree. For the HOMO-LUMO gap, the calculation gives 10.34 eV.

Structure (ORCA input):
```
! wB97M-V def2-TZVPD RIJCOSX def2/J DEFGRID3
* xyz 0 1
C -0.56231 -2.16603 1.53850
C 0.43252 -1.51166 0.99424
C -1.29815 0.58297 0.45089
C 0.85847 1.43063 -1.66654
C -0.23445 -0.22607 -0.33732
N 0.93709 0.62609 -0.50018
O -0.84690 1.59902 1.11437
O -2.46541 0.28985 0.23606
H -0.41085 -3.03255 2.21054
H -1.62596 -1.88227 1.20795
H 1.52756 -1.33787 1.07686
H -0.12666 1.90307 -1.55184
H 1.65591 2.19773 -1.59630
H 0.90649 0.93127 -2.55912
H -0.63323 -0.70946 -1.19714
H 1.72735 -0.06608 -0.47129
H 0.15853 1.37136 1.05031
*
```

=====

Relative energies with respect to the most stable structure, expressed in eV: a 2.644; b 0.000; c 2.064.

=====

a.
Formula: C3H10N2S
Source: the OMol25 dataset
Level of theory: wB97M-V/def2-TZVPD

As for the SMILES: [H]/N=C/N.CSC. The value obtained for the lowest unoccupied orbital energy is 0.0284 hartree. For the HOMO-LUMO gap, the calculation gives 9.56 eV.

Structure (ORCA input):
```
! wB97M-V def2-TZVPD RIJCOSX def2/J DEFGRID3
* xyz 0 1
C -0.76112 -1.34220 1.90330
S -1.71014 0.13916 1.18223
C -3.42386 -0.38327 1.32977
H -1.44768 -1.74721 2.62028
H -0.42640 -2.05518 1.12892
H 0.08726 -1.07378 2.60368
H -3.86750 -0.04196 0.41425
H -3.99666 0.05277 2.12595
H -3.50249 -1.41761 1.54799
N 2.10555 0.35106 -1.78447
C 2.84255 1.44896 -2.15717
N 4.05097 1.39829 -2.54807
H 1.15084 0.44269 -1.33592
H 2.45720 -0.57576 -2.04597
H 2.30432 2.38619 -2.14936
H 4.13715 2.41784 -2.83539
*
```

=====

b.
Formula: C3H10N2S
Source: the OMol25 dataset
Level of theory: wB97M-V/def2-TZVPD

As for the SMILES: NC[C@H](N)CS. The value obtained for the lowest unoccupied orbital energy is 0.0326 hartree. For the HOMO-LUMO gap, the calculation gives 9.88 eV.

Structure (ORCA input):
```
! wB97M-V def2-TZVPD RIJCOSX def2/J DEFGRID3
* xyz 0 1
N -1.03702 -0.30181 -1.34784
C -0.10228 0.19085 -0.34702
C 1.25523 -0.52450 -0.36831
S 2.08238 -0.34645 -1.99501
C -0.71051 0.09550 1.05257
N -1.51794 1.29389 1.38203
H -1.33098 -1.24551 -1.14370
H 3.29998 -0.63570 -1.54726
H -0.67647 -0.18616 -2.28259
H 0.05664 1.25342 -0.53049
H 1.95224 -0.10890 0.35114
H 1.07922 -1.58910 -0.16890
H 0.08941 -0.05490 1.79085
H -1.32035 -0.79900 1.15360
H -2.19803 1.03049 2.09172
H -0.92153 1.92788 1.90922
*
```

=====

Relative energies with respect to the most stable structure, expressed in eV: a 0.776; b 0.000.